Entry from OMol25: a structure of composition C47H44F3N5O2TeV in a non-equilibrium geometry (ωB97M-V with the def2-TZVPD basis set).

Summary:
HOMO (spin up / spin down): 0.004 / -0.018 hartree
HOMO-LUMO gap (spin up / spin down): 4.0 / 4.6 eV
2S+1: 4
net charge: -2
energy relative to the best compared isomer or geometry (same formula, charge and spin): 1.221 eV
molecular weight: 946.44 Da

```
103
Properties=species:S:1:pos:R:3:lowdin_spin:R:1
V -1.15 0.80 0.21 1.823
C -2.29 3.18 3.63 0.033
C -2.91 4.23 2.97 0.020
C -2.81 4.33 1.60 0.029
C -2.12 3.35 0.87 0.027
C -1.53 2.25 1.52 0.020
C -1.61 2.21 2.91 0.016
C -2.00 3.33 -0.58 0.168
C -2.43 4.36 -1.41 0.040
C -2.39 4.23 -2.78 0.219
C -1.93 3.02 -3.33 0.017
C -1.95 2.76 -4.71 0.065
C -1.48 1.57 -5.22 0.029
C -0.97 0.61 -4.35 0.058
C -0.97 0.81 -2.99 0.044
C -1.44 2.02 -2.43 0.029
N -1.46 2.18 -1.08 0.148
H -2.36 3.11 4.72 0.002
H -3.46 4.98 3.53 0.001
H -3.30 5.15 1.09 0.001
H -1.15 1.38 3.44 0.000
H -2.81 5.28 -0.97 -0.004
H -2.73 5.03 -3.44 0.017
H -2.35 3.53 -5.36 0.002
H -1.50 1.39 -6.29 0.001
H -0.58 -0.32 -4.76 0.004
H -0.61 0.05 -2.32 0.002
O -1.47 -0.46 1.34 0.002
C -2.34 -1.13 1.98 0.007
C -1.97 -2.06 2.97 0.006
C -2.89 -2.76 3.72 0.002
C -4.26 -2.58 3.49 0.013
C -4.67 -1.70 2.52 0.000
C -3.76 -0.96 1.75 0.015
C -4.23 -0.06 0.75 0.005
N -3.51 0.50 -0.23 0.017
C -4.37 1.22 -0.99 0.002
C -5.64 1.13 -0.50 0.005
N -5.55 0.30 0.60 0.006
H -0.91 -2.19 3.14 0.000
H -2.55 -3.44 4.49 0.000
H -4.99 -3.14 4.06 0.001
H -5.73 -1.59 2.33 0.000
H -4.05 1.75 -1.87 0.000
H -6.57 1.55 -0.81 0.001
H -6.28 0.13 1.27 0.000
C 6.27 0.66 6.33 0.000
C 5.17 0.39 5.33 0.000
C 4.29 1.39 4.95 0.000
C 3.25 1.14 4.07 0.000
C 2.35 2.27 3.67 0.000
C 3.03 -0.14 3.56 0.001
Te 1.27 -0.50 2.40 0.000
C 3.97 -1.13 3.89 0.000
C 3.87 -2.52 3.32 0.000
C 5.01 -0.86 4.77 0.000
H 6.28 1.71 6.63 0.000
H 7.25 0.41 5.91 0.000
H 6.14 0.05 7.23 0.000
H 4.42 2.40 5.35 0.000
H 2.72 3.22 4.04 0.000
H 1.34 2.10 4.05 0.000
H 2.26 2.31 2.58 0.000
H 3.30 -2.49 2.40 0.000
H 3.36 -3.19 4.02 0.000
H 4.87 -2.92 3.13 0.000
H 5.70 -1.65 5.02 0.000
C -3.24 -2.69 -2.19 0.000
N -1.92 -3.24 -2.43 0.000
C -1.57 -3.23 -3.84 0.000
C -0.96 -2.66 -1.56 0.000
O -1.19 -1.66 -0.93 0.003
N 0.22 -3.34 -1.45 0.000
C 0.40 -4.71 -1.86 0.000
C 1.20 -2.84 -0.51 0.000
H -3.98 -3.31 -2.70 0.000
H -3.32 -1.65 -2.55 0.000
H -3.43 -2.68 -1.12 0.000
H -1.85 -2.27 -4.30 0.000
H -2.10 -4.03 -4.35 0.000
H -0.50 -3.37 -3.97 0.000
H -0.54 -5.12 -2.22 0.000
H 0.76 -5.29 -1.01 0.000
H 1.15 -4.78 -2.66 0.000
H 1.06 -1.77 -0.37 0.000
H 2.20 -3.03 -0.90 0.000
H 1.09 -3.33 0.46 0.000
F 6.07 0.72 -5.71 0.000
C 5.23 -0.28 -5.38 0.003
F 4.62 -0.61 -6.56 0.001
F 6.05 -1.36 -5.15 0.001
C 4.31 0.02 -4.28 0.014
C 4.38 1.23 -3.57 0.001
C 3.51 1.49 -2.54 0.014
C 2.53 0.54 -2.16 0.016
C 2.45 -0.66 -2.91 0.012
C 3.32 -0.92 -3.93 0.000
C 1.61 0.76 -1.13 0.059
C 0.71 0.90 -0.30 -0.019
H 5.13 1.96 -3.86 0.000
H 3.57 2.43 -2.02 0.001
H 1.67 -1.37 -2.67 0.001
H 3.25 -1.84 -4.49 0.000
```